{
  "formula": "C36H90O27S6",
  "method": "wB97M-V/def2-TZVPD",
  "species": ["O", "S", "O", "O", "C", "C", "C", "H", "H", "H", "H", "H", "H", "H", "H", "O", "S", "O", "O", "C", "C", "C", "H", "H", "H", "H", "H", "H", "H", "H", "O", "S", "O", "O", "C", "C", "C", "H", "H", "H", "H", "H", "H", "H", "H", "O", "S", "O", "O", "C", "C", "C", "H", "H", "H", "H", "H", "H", "H", "H", "O", "S", "O", "O", "C", "C", "C", "H", "H", "H", "H", "H", "H", "H", "H", "O", "S", "O", "O", "C", "C", "C", "H", "H", "H", "H", "H", "H", "H", "H", "C", "O", "C", "C", "O", "C", "C", "O", "C", "H", "H", "H", "H", "H", "H", "H", "H", "H", "H", "H", "H", "H", "H", "C", "O", "C", "C", "O", "C", "C", "O", "C", "H", "H", "H", "H", "H", "H", "H", "H", "H", "H", "H", "H", "H", "H", "C", "O", "C", "C", "O", "C", "C", "O", "C", "H", "H", "H", "H", "H", "H", "H", "H", "H", "H", "H", "H", "H", "H"],
  "xyz": [[-1.310, -1.043, 3.598], [-1.399, -1.419, 2.178], [-2.659, -1.878, 1.621], [-0.758, -0.111, 1.260], [-0.677, -0.178, -0.151], [-1.114, 1.259, -0.645], [-0.068, -2.624, 1.664], [-1.495, -0.834, -0.446], [0.240, -0.633, -0.526], [-1.959, 1.703, -0.118], [-1.333, 1.215, -1.712], [-0.324, 2.010, -0.638], [-0.156, -3.460, 2.357], [0.933, -2.224, 1.827], [-0.320, -2.898, 0.640], [-3.802, 3.189, 2.607], [-4.128, 1.799, 2.500], [-5.225, 1.154, 3.182], [-4.133, 1.359, 0.876], [-4.448, 0.015, 0.612], [-3.820, -0.323, -0.697], [-2.566, 0.884, 3.059], [-5.520, -0.151, 0.503], [-4.160, -0.620, 1.450], [-4.035, -1.324, -1.073], [-2.784, -0.314, -0.358], [-3.989, 0.453, -1.443], [-1.673, 1.163, 2.501], [-2.738, -0.191, 2.999], [-2.352, 1.182, 4.086], [6.346, 1.131, 0.237], [5.633, 0.315, 1.186], [5.761, 0.447, 2.608], [3.950, 0.337, 0.824], [3.088, -0.006, 1.871], [1.670, -0.224, 1.208], [5.968, -1.446, 0.585], [3.056, 0.916, 2.452], [3.539, -0.851, 2.391], [1.711, -1.058, 0.508], [1.339, 0.687, 0.710], [0.868, -0.378, 1.931], [6.922, -1.821, 0.955], [5.965, -1.526, -0.502], [5.280, -2.108, 1.112], [-0.317, 2.500, -1.900], [-1.030, 1.552, -2.831], [-2.518, 1.421, -2.879], [-0.576, 1.972, -4.375], [0.773, 2.304, -4.635], [1.087, 1.685, -5.969], [-0.216, -0.026, -2.732], [1.502, 1.911, -3.927], [0.952, 3.375, -4.541], [0.733, 0.658, -6.053], [2.153, 1.712, -6.193], [0.533, 2.179, -6.767], [-0.635, -0.620, -3.544], [-0.247, -0.540, -1.771], [0.830, 0.181, -2.958], [-3.848, -5.164, 1.189], [-2.754, -4.233, 0.972], [-1.789, -3.823, 2.002], [-1.861, -4.724, -0.375], [-2.482, -5.747, -1.162], [-1.572, -6.100, -2.253], [-3.392, -2.683, 0.156], [-3.404, -5.375, -1.609], [-2.688, -6.560, -0.466], [-0.672, -6.574, -1.861], [-1.293, -5.271, -2.904], [-1.993, -6.893, -2.872], [-3.621, -2.903, -0.887], [-2.582, -1.955, 0.112], [-4.288, -2.387, 0.700], [2.751, -5.372, 0.959], [1.691, -4.407, 0.782], [1.972, -2.983, 1.034], [1.131, -4.533, -0.757], [1.049, -5.797, -1.399], [2.434, -5.956, -1.991], [0.207, -4.804, 1.685], [0.192, -5.795, -2.072], [0.767, -6.586, -0.702], [2.610, -6.982, -2.314], [3.237, -5.693, -1.303], [2.567, -5.360, -2.894], [-0.564, -4.153, 1.273], [0.493, -4.510, 2.694], [0.127, -5.882, 1.543], [4.965, 3.406, 1.722], [3.586, 3.791, 1.941], [2.693, 3.532, 0.906], [1.187, 3.718, 1.236], [0.748, 3.043, 2.375], [0.186, 1.757, 2.148], [0.025, 0.881, 3.412], [-1.017, 1.406, 4.225], [-1.358, 0.608, 5.377], [5.515, 4.000, 2.452], [5.220, 3.501, 0.667], [5.046, 2.375, 2.067], [2.783, 2.555, 0.432], [2.968, 4.243, 0.126], [0.531, 3.499, 0.393], [0.989, 4.751, 1.520], [0.736, 1.187, 1.399], [-0.809, 1.893, 1.725], [0.993, 0.992, 3.900], [-0.181, -0.171, 3.217], [-1.834, -0.317, 5.054], [-2.052, 1.235, 5.936], [-0.409, 0.447, 5.888], [2.526, 7.249, 0.825], [1.539, 6.199, 0.617], [0.208, 6.725, 0.768], [-0.916, 5.623, 0.566], [-0.799, 4.581, 1.511], [-1.924, 3.711, 1.507], [-2.075, 2.878, 0.183], [-2.840, 3.612, -0.808], [-3.237, 2.787, -1.885], [3.555, 6.915, 0.954], [2.305, 7.920, 1.655], [2.610, 7.919, -0.031], [-0.042, 7.489, 0.032], [0.070, 7.126, 1.772], [-0.849, 5.191, -0.433], [-1.878, 6.128, 0.659], [-2.790, 4.266, 1.866], [-1.845, 3.002, 2.331], [-2.567, 1.930, 0.401], [-1.136, 2.536, -0.253], [-3.938, 3.328, -2.521], [-3.837, 1.931, -1.576], [-2.339, 2.568, -2.462], [-3.030, -1.615, -2.263], [-1.798, -2.048, -1.658], [-1.132, -2.957, -2.575], [0.343, -3.100, -2.088], [0.980, -1.871, -2.065], [2.208, -1.790, -1.339], [2.741, -0.311, -1.416], [1.712, 0.607, -0.909], [2.137, 1.971, -0.823], [-3.232, -0.724, -1.669], [-3.831, -2.354, -2.272], [-2.878, -1.255, -3.280], [-1.120, -2.580, -3.598], [-1.657, -3.910, -2.518], [0.899, -3.790, -2.723], [0.325, -3.410, -1.043], [2.989, -2.419, -1.766], [2.090, -2.132, -0.311], [3.025, 0.008, -2.419], [3.657, -0.198, -0.835], [2.016, 2.574, -1.723], [3.053, 2.210, -0.282], [1.419, 2.523, -0.218]],
  "mulliken_charge": [-1.07, 1.05, -0.86, 0.50, 1.30, -0.52, -2.20, -0.49, 0.96, -0.43, -1.01, 0.02, 0.61, 0.99, -0.26, -0.67, 1.38, -0.81, -0.56, -1.26, -0.31, -0.96, 0.49, 0.47, 0.49, 1.65, 0.68, -0.93, 0.79, 1.39, -0.64, 1.21, -0.58, -0.34, -2.15, 0.34, -0.83, 0.44, 0.87, -0.98, -0.21, 0.36, 0.51, 0.31, 0.14, -0.69, 2.34, -0.58, -0.68, 0.45, -1.45, -0.81, -0.31, 0.49, 0.24, 0.43, 0.37, 0.91, -1.91, 0.56, -0.81, 1.42, -0.60, -0.07, -0.54, -0.81, -1.23, 0.28, 0.64, 0.15, 0.48, 0.57, 0.58, -1.24, 0.96, -0.85, 1.24, -0.53, 0.04, -0.33, -1.63, -0.64, 0.15, 0.60, 0.53, 0.30, 0.28, -0.26, 0.57, 0.62, -0.39, -0.56, -1.29, -1.37, -0.38, 2.11, -0.41, -0.66, -1.06, 0.40, 0.30, -0.02, -1.03, 0.89, 1.80, 1.29, -0.90, -1.20, 0.70, 0.30, 0.32, 0.35, 0.38, -1.01, -0.04, -1.02, -0.11, -0.37, -1.39, 2.67, -0.60, -0.43, 0.24, 0.36, 0.33, 0.46, 0.47, 0.03, 0.45, 0.86, 0.07, -0.27, 0.01, 0.49, 0.16, -0.12, -1.80, 1.36, -2.55, -0.33, -0.10, -0.45, -1.41, 0.85, -0.98, -0.41, 0.48, 0.63, 0.91, 0.30, 1.21, 0.33, 0.85, 0.73, 0.51, 0.36, 0.47, 1.17, -1.05],
  "de_lowest_ev": 70.194,
  "e_homo_ev": -6.424
}



{
  "formula": "C36H91BF4N7O10",
  "method": "wB97M-V/def2-TZVPD",
  "species": ["C", "C", "N", "C", "C", "N", "C", "C", "H", "H", "H", "H", "H", "H", "H", "H", "H", "H", "H", "C", "O", "C", "C", "N", "H", "H", "C", "C", "O", "C", "H", "H", "H", "H", "H", "H", "H", "H", "H", "H", "H", "H", "H", "H", "C", "O", "C", "C", "N", "H", "H", "C", "C", "O", "C", "H", "H", "H", "H", "H", "H", "H", "H", "H", "H", "H", "H", "H", "H", "C", "O", "C", "C", "N", "H", "H", "C", "C", "O", "C", "H", "H", "H", "H", "H", "H", "H", "H", "H", "H", "H", "H", "H", "H", "C", "O", "C", "C", "N", "H", "H", "C", "C", "O", "C", "H", "H", "H", "H", "H", "H", "H", "H", "H", "H", "H", "H", "H", "H", "C", "O", "C", "C", "N", "H", "H", "C", "C", "O", "C", "H", "H", "H", "H", "H", "H", "H", "H", "H", "H", "H", "H", "H", "H", "B", "F", "F", "F", "F"],
  "xyz": [[0.405, 3.063, -4.036], [1.619, 3.601, -4.747], [1.142, 4.645, -5.683], [0.980, 5.995, -5.427], [0.398, 6.564, -6.513], [0.111, 5.585, -7.519], [0.556, 4.379, -6.931], [-0.566, 5.669, -8.806], [-0.169, 3.845, -3.539], [0.499, 2.191, -3.389], [-0.152, 2.590, -4.845], [2.309, 2.954, -5.290], [2.341, 4.093, -4.095], [1.337, 6.325, -4.463], [0.169, 7.609, -6.657], [0.625, 3.357, -7.272], [-1.447, 5.033, -8.887], [0.160, 5.404, -9.574], [-0.764, 6.720, -9.017], [-6.360, 0.369, 7.462], [-6.286, 0.651, 6.076], [-6.540, -0.555, 5.270], [-6.735, -0.226, 3.777], [-7.405, 1.064, 3.463], [-7.730, 1.146, 2.510], [-8.337, 1.117, 3.849], [-6.725, 2.414, 3.671], [-5.270, 2.489, 3.295], [-5.022, 1.734, 2.102], [-3.659, 1.696, 1.667], [-5.738, -0.498, 7.682], [-7.397, 0.191, 7.746], [-5.874, 1.263, 7.852], [-7.521, -0.940, 5.547], [-5.804, -1.314, 5.532], [-7.214, -1.011, 3.192], [-5.759, -0.220, 3.291], [-6.785, 2.765, 4.702], [-7.424, 3.142, 3.259], [-4.621, 2.140, 4.098], [-5.005, 3.501, 2.989], [-3.091, 1.036, 2.322], [-3.163, 2.653, 1.507], [-3.616, 1.263, 0.667], [-1.075, -5.163, -2.556], [-1.430, -4.938, -1.203], [-0.983, -3.737, -0.686], [-2.030, -3.246, 0.407], [-3.403, -3.220, -0.317], [-3.409, -3.839, -1.116], [-4.083, -3.640, 0.300], [-3.884, -1.881, -0.842], [-3.273, -1.579, -2.217], [-3.469, -2.661, -3.119], [-2.887, -2.494, -4.398], [-0.115, -4.726, -2.829], [-1.866, -4.962, -3.278], [-0.963, -6.247, -2.566], [-0.962, -3.039, -1.523], [0.045, -4.013, -0.448], [-1.692, -2.390, 0.991], [-2.006, -4.108, 1.075], [-3.661, -1.038, -0.188], [-4.959, -2.021, -0.956], [-2.206, -1.450, -2.036], [-3.619, -0.657, -2.684], [-2.996, -3.399, -4.997], [-1.806, -2.454, -4.270], [-3.106, -1.609, -4.995], [7.326, -1.835, -4.128], [6.794, -2.982, -3.542], [7.293, -3.065, -2.215], [6.723, -4.272, -1.382], [5.271, -4.036, -0.853], [5.048, -4.970, -0.538], [5.349, -3.521, 0.013], [4.401, -3.352, -1.875], [3.001, -3.107, -1.206], [2.973, -1.802, -0.513], [1.718, -1.556, 0.008], [8.385, -1.908, -4.376], [6.977, -0.965, -3.573], [6.787, -1.792, -5.075], [7.185, -2.178, -1.590], [8.380, -3.152, -2.220], [7.303, -4.605, -0.522], [6.757, -5.147, -2.031], [4.262, -3.969, -2.762], [4.716, -2.346, -2.151], [2.735, -3.843, -0.446], [2.373, -3.125, -2.097], [1.450, -2.171, 0.868], [1.044, -1.684, -0.839], [1.596, -0.509, 0.286], [4.285, 0.085, -4.807], [3.922, 1.067, -3.852], [3.229, 0.498, -2.731], [3.030, 1.526, -1.661], [4.315, 2.324, -1.627], [4.588, 2.531, -2.578], [4.084, 3.183, -1.149], [5.496, 1.570, -1.040], [6.618, 2.628, -1.021], [7.676, 2.287, -0.128], [7.404, 2.555, 1.274], [4.744, -0.832, -4.438], [5.064, 0.557, -5.406], [3.508, -0.128, -5.542], [3.818, -0.354, -2.393], [2.288, 0.138, -3.147], [2.762, 1.143, -0.676], [2.342, 2.354, -1.829], [5.673, 0.762, -1.751], [5.158, 1.140, -0.098], [6.380, 3.679, -0.854], [6.967, 2.843, -2.032], [7.922, 1.869, 1.944], [6.319, 2.485, 1.350], [7.772, 3.553, 1.512], [-2.759, 1.956, 7.257], [-3.037, 0.588, 7.522], [-1.869, 0.007, 8.167], [-0.936, -0.848, 7.237], [-1.601, -2.059, 6.565], [-0.948, -2.547, 5.968], [-1.960, -2.676, 7.280], [-2.788, -1.913, 5.545], [-2.521, -0.893, 4.420], [-1.064, -0.725, 4.203], [-0.766, -0.002, 3.079], [-2.012, 2.045, 6.468], [-2.374, 2.509, 8.114], [-3.658, 2.492, 6.953], [-2.273, -0.662, 8.926], [-1.378, 0.771, 8.770], [-0.048, -1.192, 7.767], [-0.591, -0.155, 6.470], [-3.565, -1.495, 6.185], [-3.150, -2.896, 5.243], [-2.837, 0.119, 4.674], [-3.028, -1.327, 3.558], [-0.950, -0.542, 2.150], [0.294, 0.250, 3.060], [-1.302, 0.943, 3.167], [-0.991, 0.742, -1.150], [-2.088, 1.568, -1.389], [-1.320, -0.068, -0.128], [-0.583, 0.059, -2.208], [0.252, 1.399, -0.819]],
  "mulliken_charge": [-0.50, -0.73, 0.28, 0.09, -0.31, 0.10, -0.10, -0.73, 0.38, -0.14, 0.43, 0.38, 0.26, 0.51, 0.48, 0.46, 0.34, 0.39, 0.34, -0.76, -0.25, -0.42, -0.55, -0.23, 0.43, 0.39, -0.87, -0.18, -0.41, -0.48, 0.28, 0.34, 0.23, 0.44, 0.28, 0.55, -0.01, 0.31, 0.62, 0.09, 0.52, 0.02, 0.42, 0.10, -0.56, -0.51, -0.46, -0.11, -0.09, 0.39, 0.43, -0.60, 0.16, -0.44, -0.85, 0.21, 0.21, 0.33, 0.25, 0.68, -0.43, 0.50, 0.02, 0.57, -0.51, 0.76, 0.34, 0.27, 0.36, -0.62, -0.32, -0.37, -0.90, -0.16, 0.38, 0.42, -0.17, -0.71, -0.39, -0.51, 0.38, 0.17, 0.23, 0.18, 0.63, 0.50, 0.35, 0.41, -0.02, 0.50, 0.27, 0.55, 0.15, 0.05, -0.70, -0.47, 0.87, -1.19, -0.19, 0.49, 0.54, 0.13, -0.79, -0.37, -0.59, 0.12, 0.35, 0.32, -0.79, 0.87, 0.25, 0.28, -0.30, 0.43, 0.48, 0.45, 0.24, 0.25, 0.29, -0.84, -0.09, -0.77, -0.48, -0.11, 0.40, 0.40, -0.99, 0.67, -0.56, -0.55, 0.32, 0.37, 0.21, 0.31, 0.50, 0.55, 0.16, 0.12, 0.46, -0.07, 0.34, -0.12, 0.41, 0.42, 0.14, -0.34, 0.06, -0.39, -0.21],
  "multiplicity": 2,
  "charge": 6,
  "e_homo_ev": [-20.340, -20.340]
}